The following is a DFT calculation (wB97M-V/def2-TZVPD) of a structure of composition C43H33F6NO4OsS3.

## Properties
- <S²>: 6.017
- Energy above the lowest of the compared OMol25 structures with the same formula, charge and spin: 0.0 kcal per mole
- Gap between HOMO and LUMO (alpha / beta): 7.8131 / 5.5631 eV
- Spin multiplicity: 5
- Charge: +2
- Calculated total energy: -3897.99612 hartree

Last column: Löwdin spin population.
Atoms and positions in Å:
Os -1.70033 -1.56743 -1.59498  2.90
S -1.22717 0.87753 0.17071  0.02
S -1.47819 -3.54106 -2.76477  0.15
S 1.30698 -1.90685 -0.34323  0.03
F -2.58381 -2.66347 3.67473  0.00
F -3.83987 -0.88190 0.98793  0.00
F -4.42268 -2.69474 -0.02992  0.00
F -4.70460 -2.51800 2.10224  0.00
F -0.64197 -2.92519 2.77404  0.00
F -1.64605 -1.02223 2.63170  0.00
O -1.62022 -2.36558 0.29000  0.34
O -2.07400 0.36553 -1.07803  0.11
O -3.49828 -1.56565 -2.33186  0.16
O 0.23720 -1.19767 -1.27275  0.14
N -3.97097 -2.66043 -2.98022  0.02
C 5.15897 -1.32757 -2.65986  0.00
C 1.57426 2.46788 2.66770  0.00
C 6.46548 -1.12633 -3.37758  0.00
C 3.84214 1.74320 0.01404  0.00
C 1.78245 -1.73202 2.23784  0.00
C 1.97394 2.18509 5.03033  0.00
C 5.02496 -2.33453 -1.70322  0.00
C 0.18192 1.62021 -0.59565  0.01
C -2.12904 2.22794 0.81835  0.00
C 2.86432 -0.66653 -2.25371  0.00
C 3.83501 -2.51883 -1.02106  0.00
C 1.99192 -1.16889 3.45094  0.00
C -3.87763 -2.21562 1.11591  0.00
C -2.77968 3.16350 0.01821  0.00
C 1.71939 3.00989 3.90317  0.00
C 4.06057 -0.51130 -2.93254  0.00
C -3.45967 4.33279 2.02827  0.00
C -4.98085 -4.76578 -4.32772  0.01
C 2.44048 2.76422 -1.70756  0.00
C 2.06803 0.83873 4.88805  0.00
C -2.57448 -4.34123 1.29909  0.01
C -2.80278 3.37673 2.79893  0.00
C -2.46759 -2.82059 1.29450  0.04
C -4.20909 5.46543 2.67553  0.00
C 1.16595 2.95633 -2.30583  0.00
C 3.60344 3.34086 -2.26939  0.00
C 2.55968 1.96009 -0.54534  0.00
C 4.94445 2.31377 -0.55143  0.00
C 2.77519 -1.66224 -1.29060  0.00
C -2.14507 2.31013 2.20467  0.00
C -3.13498 -3.66374 -3.28402  0.03
C -5.27985 -2.64173 -3.29824  0.01
C 1.66727 1.05901 2.48253  0.00
C -3.64537 -4.74774 -3.97953  0.01
C 1.38687 1.35748 -0.00149  0.00
C 1.50873 0.46256 1.19618  0.00
C 1.91382 0.23583 3.61467  0.00
C -5.81071 -3.69975 -3.97990  0.01
C -3.44231 4.20508 0.63348  0.00
C 4.82548 3.12375 -1.70376  0.00
C 1.53261 -0.90774 1.11368  0.01
C -1.83712 -2.34624 2.62518  0.01
C 0.05027 2.39909 -1.76847  0.00
H 7.15038 -0.54255 -2.75721  0.00
H 1.78839 -2.81365 2.13091  0.00
H 3.50571 3.96024 -3.15357  0.00
H 2.01165 -0.03847 -2.48189  0.00
H 2.26037 0.20589 5.74703  0.00
H 3.73787 -3.31586 -0.29000  0.00
H -3.95916 4.94061 0.02672  0.00
H -4.10783 6.38581 2.10078  0.00
H -5.38348 -5.61295 -4.86939  0.00
H 3.94687 1.12016 0.89439  0.00
H -5.27421 5.22887 2.72833  0.00
H 6.32683 -0.59034 -4.31585  0.00
H 5.71120 3.57552 -2.13503  0.00
H 2.09293 2.63269 6.00837  0.00
H -5.81836 -1.76202 -2.97548  0.00
H -1.65192 1.55484 2.80904  0.00
H -2.81673 3.45807 3.87975  0.00
H -3.24481 -4.68871 2.08427  0.00
H -2.95136 -4.67418 0.33339  0.00
H 5.86109 -2.99425 -1.50067  0.00
H 6.95133 -2.07933 -3.59028  0.00
H 4.14403 0.26056 -3.69071  0.00
H -1.58538 -4.76679 1.45477  0.00
H -2.97904 -5.56278 -4.23099  0.00
H 1.09547 3.55827 -3.20459  0.00
H 1.38092 3.11228 1.81897  0.00
H 2.18941 -1.79795 4.31107  0.00
H -6.86031 -3.69029 -4.23476  0.00
H -3.85940 5.64782 3.68948  0.00
H 5.92112 2.14784 -0.11304  0.00
H -2.78439 3.06916 -1.06054  0.00
H 1.64316 4.08305 4.02802  0.00
H -0.91977 2.53438 -2.23126  0.00


The following is a DFT calculation (wB97M-V/def2-TZVPD) of a structure of composition C43H34AsNO3P2PtS3.

## Properties
- Energy above the lowest of the compared OMol25 structures with the same formula, charge and spin: 2.1 kcal per mole
- Gap between HOMO and LUMO (alpha / beta): 5.9892 / 5.9885 eV
- Calculated total energy: -6171.76338 hartree

Last column: Löwdin charge in e.
Atoms and positions in Å:
Pt -0.61387 0.40070 0.56563  0.75
As -1.90597 -1.28098 -0.44661  1.26
S 0.54822 -0.25640 2.53902  0.40
S 0.69397 0.88444 -3.25016  0.31
S -1.74314 1.60550 -1.10827  0.60
P 2.11068 0.07631 1.29099  0.49
P 1.92786 0.78700 -1.75118  0.38
O -3.87861 0.61865 3.10694  0.08
O -2.23791 1.02625 1.78450  -0.28
O -2.74364 -1.03212 2.29799  -0.06
N -2.98784 0.17248 2.42496  -0.54
C -3.37885 0.98101 -0.86525  -0.67
C -3.57270 -0.36697 -0.56303  -0.41
C -0.08855 -3.06596 -3.73763  -0.09
C -4.83171 -0.91794 -0.38913  -0.07
C -1.72836 -1.53729 -4.60983  -0.08
C 5.09370 2.79188 2.02839  -0.06
C 4.18305 -1.55894 2.26216  -0.08
C -2.66928 -4.00543 -0.30886  -0.10
C 4.39818 3.81727 2.64782  -0.08
C -1.94649 -3.02358 0.36379  -0.35
C 3.04161 3.67855 2.90508  -0.07
C -1.99854 -5.60846 1.34688  -0.08
C 2.81777 4.56557 -0.52726  -0.08
C 3.99615 4.86303 -1.19813  -0.08
C -5.76828 1.23287 -0.89478  -0.07
C -0.74292 -2.48957 -4.81801  -0.07
C 3.26098 -0.42851 -2.07410  -0.34
C 2.37794 2.52394 2.52930  -0.11
C 3.17670 -1.38174 1.31794  -0.34
C 4.43402 1.62839 1.66151  -0.09
C 2.23053 3.32135 -0.67853  -0.10
C 3.01381 -1.47742 -2.95263  -0.11
C 2.86687 -2.40968 0.43140  -0.10
C 1.22937 0.36817 -0.17108  -0.73
C 4.57170 3.91884 -2.03425  -0.08
C 4.49201 -0.37210 -1.42669  -0.11
C 5.45176 -1.34964 -1.63160  -0.07
C -4.50508 1.78171 -1.04037  -0.09
C -1.26358 -4.63020 2.00081  -0.06
C 4.59009 -3.76620 1.40085  -0.07
C -1.24275 -3.33054 1.51834  -0.11
C -5.94200 -0.10675 -0.56199  -0.08
C -0.41660 -2.68442 -2.44770  -0.11
C 5.18383 -2.40850 -2.48764  -0.09
C 4.89265 -2.75038 2.29596  -0.07
C 3.06930 1.48968 1.89974  -0.33
C 3.57144 -3.59918 0.47217  -0.07
C -2.70535 -5.29669 0.19535  -0.08
C 2.81383 2.36054 -1.50182  -0.34
C -2.06560 -1.15474 -3.32026  -0.12
C -1.40718 -1.73208 -2.24343  -0.38
C 3.98004 2.67368 -2.19089  -0.09
C 3.96610 -2.46849 -3.14824  -0.08
H 1.31764 2.42031 2.72247  0.08
H -2.23155 -1.08329 -5.45267  0.11
H -4.38608 2.83332 -1.26468  0.11
H -6.93498 -0.51112 -0.42548  0.10
H -2.01982 -6.61787 1.73529  0.10
H 0.68066 -3.80990 -3.89909  0.11
H 5.14760 -4.69313 1.42992  0.11
H 4.42563 1.95304 -2.86385  0.11
H 4.71516 0.45949 -0.77425  0.08
H -2.82719 -0.40231 -3.15756  0.10
H 2.49654 4.47298 3.39639  0.11
H 1.31228 3.08775 -0.15231  0.09
H 3.76249 -3.28050 -3.83505  0.10
H 2.07254 -1.49443 -3.48594  0.05
H 4.91450 4.72343 2.93574  0.11
H 4.45954 5.83319 -1.07532  0.10
H 6.40470 -1.28598 -1.12262  0.11
H 4.99786 0.82567 1.21043  0.09
H 5.92880 -3.17676 -2.65003  0.10
H -3.19259 -3.77238 -1.23006  0.11
H 5.67923 -2.88666 3.02587  0.11
H 0.08864 -3.13987 -1.60269  0.10
H 3.33502 -4.39049 -0.22658  0.11
H 2.35732 5.30272 0.11690  0.11
H 2.08526 -2.25532 -0.30433  0.09
H -6.63464 1.86880 -1.01812  0.11
H -0.71026 -4.87380 2.89770  0.11
H 6.15237 2.89199 1.83148  0.11
H -4.94271 -1.95882 -0.10967  0.11
H 5.48050 4.15135 -2.57296  0.10
H -0.68644 -2.56421 2.03683  0.03
H -0.48191 -2.78366 -5.82573  0.11
H -3.27650 -6.05821 -0.31865  0.11
H 4.41136 -0.77558 2.97307  0.11


Question: Look up the energy above the lowest of the compared OMol25 structures with the same formula, charge and spin of the first one.
Answer: 0.0 kcal per mole